ORCA calculation (wB97M-V/def2-TZVPD) on an isolated ion of composition C4H6N5 and charge +1.

Summary:
Energy relative to the best compared isomer or geometry (same formula, charge and spin) in eV: 5.209
HOMO (spin up / spin down) in eV: -14.500 / -14.787
SMILES: C/C(C#N)=C(\N)N=[N+]=N
2S+1: 1
Net charge: +1
HOMO-LUMO gap (spin up / spin down) in hartree: 0.26816 / 0.27892
Energy in a.u.: -429.3439

CARTESIAN COORDINATES (ANGSTROEM)
C 0.969 0.199 1.932
C -0.384 -1.162 0.405
C 0.307 -0.017 0.762
C 0.258 1.166 -0.193
N 1.362 0.533 2.967
N 0.332 -2.310 0.357
N 1.492 -2.382 0.822
N 2.260 -1.424 0.855
N -1.631 -1.241 -0.072
H 1.160 1.737 -0.020
H -0.703 1.850 -0.111
H 0.066 0.982 -1.206
H 3.161 -1.501 1.108
H -2.255 -0.554 0.339
H -1.976 -2.074 -0.440



ORCA calculation (wB97M-V/def2-TZVPD) on one molecule with the formula C3H8ClN3.

Summary:
Energy relative to the best compared isomer or geometry (same formula, charge and spin) in eV: 2.181
HOMO in eV: -8.202
SMILES: [H]/N=C(\CCl)NNC
2S+1: 1
Net charge: 0
HOMO-LUMO gap in hartree: 0.33212
Energy in a.u.: -743.4533

CARTESIAN COORDINATES (ANGSTROEM)
C 3.121 -0.634 0.330
C -0.081 0.850 0.056
C -1.478 0.547 0.658
H 3.420 -1.348 0.966
H 3.879 -0.633 -0.581
H 3.196 0.388 0.820
H 1.739 0.180 -1.164
H 0.049 -1.363 0.391
H -0.017 2.751 -0.219
H -1.428 0.202 1.633
H -1.973 1.562 0.584
N 1.774 -0.638 -0.485
N 0.578 -0.320 0.155
N 0.530 1.855 -0.386
Cl -2.260 -0.741 -0.216



ORCA calculation (wB97M-V/def2-TZVPD) on one molecule with the formula C14H18N2O5S.

Summary:
Energy relative to the best compared isomer or geometry (same formula, charge and spin) in eV: 0.000
HOMO in eV: -8.743
SMILES: CC(=O)Nc1ccc(S(=O)(=O)N2CCC[C@@H](C(=O)O)C2)cc1
2S+1: 1
Net charge: 0
HOMO-LUMO gap in hartree: 0.33901
Energy in a.u.: -1428.2248

CARTESIAN COORDINATES (ANGSTROEM)
C 2.854 -6.510 0.761
C 2.257 -5.169 1.131
O 2.309 -4.700 2.242
N 1.660 -4.558 0.058
C 1.002 -3.331 -0.001
C 0.812 -2.522 1.119
C 0.147 -1.317 0.988
C -0.326 -0.915 -0.246
C -0.147 -1.709 -1.363
C 0.512 -2.916 -1.242
H 0.650 -3.546 -2.110
H -0.544 -1.377 -2.308
S -1.122 0.676 -0.424
O -1.695 1.035 0.842
O -1.955 0.639 -1.589
N 0.230 1.620 -0.730
C 0.706 2.461 0.337
H 1.789 2.579 0.215
C 0.045 3.854 0.347
C -1.392 3.724 0.822
O -2.373 3.893 0.153
O -1.435 3.450 2.128
H -2.342 3.225 2.387
H 0.566 4.465 1.091
C 0.144 4.496 -1.039
C -0.382 3.552 -2.120
C 0.341 2.210 -2.046
H 1.408 2.330 -2.269
H -0.097 1.503 -2.750
H -0.238 3.995 -3.106
H -1.447 3.382 -1.965
H 1.192 4.735 -1.240
H -0.430 5.423 -1.052
H 0.505 1.949 1.278
H -0.026 -0.685 1.844
H 1.183 -2.845 2.077
H 1.697 -5.056 -0.821
H 3.315 -6.949 1.640
H 3.608 -6.386 -0.014
H 2.078 -7.178 0.393



ORCA calculation (wB97M-V/def2-TZVPD) on one molecule with the formula C4H6O2.

Summary:
Energy relative to the best compared isomer or geometry (same formula, charge and spin) in eV: 4.049
HOMO (spin up / spin down) in eV: -7.445 / -7.545
2S+1: 1
Net charge: 0
HOMO-LUMO gap (spin up / spin down) in hartree: 0.26423 / 0.27701
Energy in a.u.: -306.3575

CARTESIAN COORDINATES (ANGSTROEM)
O 0.371 0.471 -1.942
C 0.346 0.055 -0.637
C -0.917 -0.650 -0.173
C -0.993 0.076 1.073
C 1.424 0.054 0.244
O 1.257 0.012 1.488
H 0.800 1.334 -1.993
H -0.842 -1.737 -0.086
H -1.695 -0.366 -0.888
H -0.915 -0.396 2.044
H -1.276 1.123 1.049
H 2.441 0.025 -0.178



ORCA calculation (wB97M-V/def2-TZVPD) on C4H9N2 as an isolated structure.

Summary:
Energy relative to the best compared isomer or geometry (same formula, charge and spin) in eV: 3.760
HOMO in eV: -14.492
2S+1: 1
Net charge: +1
HOMO-LUMO gap in hartree: 0.37439
Energy in a.u.: -266.9611

CARTESIAN COORDINATES (ANGSTROEM)
C -0.198 -1.528 -0.237
C -0.602 -0.124 -0.347
C 0.747 0.105 0.467
C 1.840 0.805 -0.187
N 0.928 -1.366 0.270
N -1.906 0.270 0.220
H -0.820 -2.450 -0.400
H -0.458 0.367 -1.285
H 0.525 0.135 1.550
H 2.242 0.342 -1.134
H 2.710 0.435 0.492
H 1.796 1.827 -0.449
H -1.978 -0.333 1.073
H -2.624 0.228 -0.536
H -2.202 1.287 0.503



ORCA calculation (wB97M-V/def2-TZVPD) on a 2-piece molecular cluster, C5H13NO overall.

Summary:
Energy relative to the best compared isomer or geometry (same formula, charge and spin) in eV: 3.644
HOMO (spin up / spin down) in eV: 1.235 / -5.409
⟨S²⟩: 0.750
2S+1: 2
Net charge: -1
HOMO-LUMO gap (spin up / spin down) in hartree: 0.08354 / 0.32397
Energy in a.u.: -328.1390

CARTESIAN COORDINATES (ANGSTROEM)
C -0.290 -1.251 -1.772
C -0.235 0.002 -0.898
C 1.159 0.328 -0.369
C 1.961 1.463 -0.681
C 1.584 -0.543 1.910
N 1.776 -0.696 0.440
H -0.220 -2.279 -1.249
H -1.318 -1.206 -2.029
H 0.342 -1.125 -2.638
H -0.885 -0.199 0.056
H -0.510 0.908 -1.441
H 3.080 1.833 -0.699
H 1.354 2.128 -1.270
H 1.005 -1.342 2.379
H 1.223 0.448 2.014
H 2.420 -0.662 2.533
H 2.108 -1.736 0.132
H -4.734 0.636 0.812
H -5.250 1.709 1.704
O -4.569 1.585 1.068



ORCA calculation (wB97M-V/def2-TZVPD) on a 13-piece molecular cluster, C38H69N7O6 overall.

Summary:
HOMO in eV: -9.591
2S+1: 1
Net charge: 0
HOMO-LUMO gap in hartree: 0.35923
Energy in a.u.: -2323.7908

CARTESIAN COORDINATES (ANGSTROEM)
C 4.658 1.192 1.401
C 3.868 0.459 0.355
N 3.295 -0.104 -0.398
H 5.617 0.679 1.480
H 4.227 1.061 2.393
H 4.955 2.218 1.181
C 0.717 -4.047 4.048
C 0.883 -4.502 2.668
N 0.950 -4.846 1.560
H 0.969 -2.987 4.067
H 1.496 -4.584 4.589
H -0.224 -4.407 4.465
C 0.232 -0.599 0.426
C 0.595 -0.235 1.775
N 0.907 0.025 2.813
H 0.391 -1.654 0.204
H 0.793 0.081 -0.215
H -0.845 -0.436 0.381
C -2.999 -1.059 4.003
C -4.253 -0.411 4.402
N -5.238 0.177 4.681
H -2.165 -0.366 3.893
H -3.101 -1.458 2.994
H -2.717 -1.820 4.731
C -5.125 1.498 -1.749
C -3.792 0.993 -1.389
N -2.760 0.645 -1.075
H -5.800 1.550 -0.895
H -5.540 0.767 -2.443
H -5.072 2.485 -2.210
C 4.606 4.028 4.206
C 5.778 4.641 3.610
N 6.776 5.107 3.198
H 4.927 3.394 5.032
H 4.051 3.454 3.464
H 3.887 4.801 4.477
C 3.883 -3.994 1.172
C 5.122 -3.261 1.019
N 6.103 -2.714 0.936
H 3.970 -4.905 1.766
H 3.516 -4.245 0.177
H 3.136 -3.343 1.626
C 1.247 -3.980 -2.070
C 1.952 -2.744 -2.596
C 1.257 -2.420 -3.888
O 0.015 -3.121 -3.823
C 0.233 -4.396 -3.211
H 0.605 -3.687 -1.240
H 1.870 -4.838 -1.814
H 3.027 -2.927 -2.606
H 1.757 -1.896 -1.940
H 1.839 -2.691 -4.768
H 1.019 -1.357 -3.938
H 0.734 -5.165 -3.801
H -0.680 -4.749 -2.732
C 0.323 3.071 -0.228
C -0.666 3.261 0.841
C -1.475 4.514 0.506
O -0.612 5.295 -0.418
C 0.008 4.277 -1.133
H 0.131 2.097 -0.678
H 1.357 3.175 0.101
H -0.222 3.267 1.837
H -1.330 2.397 0.822
H -1.649 5.048 1.440
H -2.463 4.294 0.101
H 0.797 4.649 -1.786
H -0.745 4.014 -1.875
C -2.862 -1.321 -5.062
C -1.752 -0.302 -4.745
C -2.494 1.042 -4.839
O -3.871 0.718 -4.992
C -4.093 -0.637 -4.509
H -2.721 -2.214 -4.453
H -3.114 -1.660 -6.068
H -0.878 -0.280 -5.395
H -1.433 -0.411 -3.708
H -2.179 1.733 -5.621
H -2.524 1.620 -3.916
H -5.044 -0.932 -4.953
H -4.266 -0.642 -3.433
C 1.873 1.730 6.485
C 0.477 1.555 6.110
C 0.151 0.090 6.657
O 0.962 0.079 7.898
C 2.136 0.923 7.782
H 2.085 2.795 6.578
H 2.527 1.386 5.684
H 0.158 1.533 5.068
H -0.123 2.277 6.664
H 0.613 -0.631 5.983
H -0.897 -0.131 6.860
H 3.094 0.403 7.792
H 2.098 1.598 8.637
C 1.071 3.097 -5.284
C 1.798 2.003 -4.514
C 2.934 2.718 -3.807
O 2.554 4.133 -3.734
C 1.790 4.376 -4.937
H 0.050 3.149 -4.904
H 0.986 2.772 -6.321
H 2.152 1.202 -5.163
H 1.231 1.671 -3.645
H 3.885 2.682 -4.340
H 3.152 2.254 -2.844
H 2.480 4.755 -5.691
H 1.102 5.221 -4.976
C -3.483 -3.045 -1.392
C -4.788 -2.477 -0.941
C -5.043 -3.284 0.325
O -3.750 -3.294 0.965
C -2.746 -3.189 -0.091
H -2.954 -2.433 -2.123
H -3.588 -4.010 -1.887
H -5.574 -2.493 -1.695
H -4.681 -1.435 -0.638
H -5.489 -4.253 0.103
H -5.770 -2.791 0.971
H -2.058 -4.033 -0.022
H -2.190 -2.286 0.159



ORCA calculation (wB97M-V/def2-TZVPD) on C6H15NO10S2Zn as an isolated structure.

Summary:
HOMO in eV: -1.378
2S+1: 1
Net charge: -2
HOMO-LUMO gap in hartree: 0.09149
Energy in a.u.: -3620.1838

CARTESIAN COORDINATES (ANGSTROEM)
Zn 18.794 -1.983 5.089
S 18.843 0.898 1.663
O 17.897 -0.093 2.195
O 19.373 0.530 0.348
O 18.300 2.231 1.824
O 19.852 0.558 2.612
S 18.313 -6.291 4.204
O 17.573 -6.828 3.093
O 19.090 -7.297 4.910
O 19.271 -5.281 3.657
O 17.550 -5.442 5.093
C 19.532 2.806 11.915
O 18.476 2.118 11.139
C 18.335 2.587 9.755
C 18.859 1.613 8.628
N 18.340 0.308 8.624
C 18.890 -0.448 9.822
C 20.448 -0.635 9.604
O 20.697 -1.065 8.329
C 22.127 -1.139 8.161
H 19.735 3.811 11.545
H 20.503 2.328 11.782
H 19.348 2.911 12.984
H 18.734 3.582 9.556
H 17.272 2.795 9.630
H 19.938 1.696 8.760
H 18.737 2.197 7.716
H 17.367 0.251 8.889
H 18.555 -1.478 9.944
H 18.643 -0.004 10.786
H 20.966 -1.182 10.392
H 20.862 0.353 9.809
H 22.466 -1.395 7.157
H 22.636 -1.874 8.783
H 22.707 -0.220 8.247



> Which of these has the highest energy?

C4H9N2



> Look up the net charge of the third one.

0



Repeat the first record exactly.
ORCA calculation (wB97M-V/def2-TZVPD) on an isolated ion of composition C4H6N5 and charge +1.

Summary:
Energy relative to the best compared isomer or geometry (same formula, charge and spin) in eV: 5.209
HOMO (spin up / spin down) in eV: -14.500 / -14.787
SMILES: C/C(C#N)=C(\N)N=[N+]=N
2S+1: 1
Net charge: +1
HOMO-LUMO gap (spin up / spin down) in hartree: 0.26816 / 0.27892
Energy in a.u.: -429.3439

CARTESIAN COORDINATES (ANGSTROEM)
C 0.969 0.199 1.932
C -0.384 -1.162 0.405
C 0.307 -0.017 0.762
C 0.258 1.166 -0.193
N 1.362 0.533 2.967
N 0.332 -2.310 0.357
N 1.492 -2.382 0.822
N 2.260 -1.424 0.855
N -1.631 -1.241 -0.072
H 1.160 1.737 -0.020
H -0.703 1.850 -0.111
H 0.066 0.982 -1.206
H 3.161 -1.501 1.108
H -2.255 -0.554 0.339
H -1.976 -2.074 -0.440



> Which of these has the lowest net charge?

C6H15NO10S2Zn